1.
This record from the OMol25 dataset describes 10 unconnected molecules or ions with the total composition C32H46F18O28S4 in a non-equilibrium geometry. The level of theory is ωB97M-V/def2-TZVPD.

Atoms and positions in Å:
C -3.42 3.83 -2.88
C -4.44 2.78 -3.34
O -5.78 3.07 -2.98
C -6.50 3.85 -3.75
O -6.21 4.26 -4.83
C -7.91 4.13 -3.18
F -8.75 3.21 -3.65
F -7.88 4.14 -1.84
F -8.35 5.32 -3.55
H -2.43 3.62 -3.28
H -3.45 3.93 -1.80
H -3.77 4.79 -3.27
H -4.17 1.89 -2.78
H -4.33 2.61 -4.41
C -1.49 -5.09 2.62
C -1.92 -6.40 1.96
O -3.23 -6.69 2.42
C -4.14 -7.19 1.59
O -3.88 -7.75 0.56
C -5.57 -7.19 2.16
F -5.95 -8.46 2.39
F -5.67 -6.54 3.33
F -6.40 -6.63 1.28
H -0.52 -4.72 2.28
H -1.54 -5.11 3.71
H -2.31 -4.41 2.37
H -1.31 -7.22 2.36
H -1.90 -6.36 0.87
C 2.04 1.99 2.45
C 0.68 2.52 2.86
O 0.54 2.49 4.29
C 0.73 3.56 5.02
O 1.01 4.66 4.65
C 0.58 3.29 6.52
F -0.50 3.94 6.98
F 0.41 2.00 6.77
F 1.61 3.77 7.20
H 2.89 2.55 2.85
H 2.06 2.10 1.36
H 2.24 0.96 2.73
H -0.13 1.82 2.63
H 0.37 3.47 2.44
C 2.43 2.14 -5.27
C 1.06 1.99 -4.65
O 0.66 0.64 -4.92
C -0.55 0.26 -4.62
O -1.38 1.00 -4.15
C -0.84 -1.23 -4.87
F 0.04 -1.94 -4.17
F -2.06 -1.60 -4.52
F -0.71 -1.53 -6.16
H 3.08 1.39 -4.81
H 2.84 3.14 -5.21
H 2.29 1.93 -6.33
H 0.37 2.73 -5.07
H 1.10 2.23 -3.58
C 7.25 6.17 -1.85
C 6.40 5.26 -2.74
O 5.13 4.91 -2.23
C 4.23 5.88 -2.22
O 4.45 7.00 -2.55
C 2.81 5.37 -1.88
F 2.22 5.10 -3.05
F 2.89 4.22 -1.19
F 2.09 6.27 -1.22
H 8.26 6.23 -2.26
H 7.47 5.64 -0.92
H 6.80 7.13 -1.61
H 7.05 4.39 -2.92
H 6.32 5.51 -3.81
C -0.29 2.40 -1.01
C -1.21 1.29 -0.53
O -0.52 0.35 0.31
C -0.12 -0.85 -0.04
O -0.09 -1.33 -1.14
C 0.58 -1.55 1.14
F 1.77 -0.93 1.31
F -0.12 -1.31 2.28
F 0.70 -2.86 1.03
H -0.42 2.61 -2.07
H 0.76 2.26 -0.75
H -0.52 3.35 -0.50
H -1.46 0.81 -1.48
H -2.04 1.66 0.06
O 3.32 -3.98 -2.31
S 2.72 -5.18 -1.78
O 1.81 -5.91 -2.62
O 3.81 -6.23 -1.20
C 3.99 -6.12 0.25
C 3.18 -4.88 0.62
O 2.12 -4.91 -0.32
H 3.70 -7.11 0.60
H 5.06 -6.03 0.46
H 3.73 -3.95 0.71
H 2.66 -5.00 1.57
O 4.99 -2.99 4.96
S 5.07 -2.87 3.52
O 3.95 -2.28 2.89
O 6.49 -2.22 3.08
C 7.52 -3.18 3.30
C 6.84 -4.57 3.22
O 5.47 -4.26 2.86
H 8.32 -2.92 2.60
H 7.95 -3.08 4.29
H 6.76 -4.94 4.24
H 7.18 -5.37 2.58
O -4.00 -0.62 0.71
S -4.26 -1.99 0.34
O -5.11 -2.70 1.26
O -4.83 -2.08 -1.14
C -4.18 -3.10 -1.89
C -2.74 -3.21 -1.35
O -2.88 -2.80 0.02
H -4.59 -4.11 -1.90
H -4.27 -2.78 -2.93
H -2.07 -2.53 -1.87
H -2.32 -4.20 -1.50
O -1.78 4.07 1.74
S -3.02 4.22 2.47
O -3.65 5.49 2.59
O -3.98 3.03 2.09
C -3.54 1.81 2.72
C -3.17 2.34 4.13
O -2.72 3.65 3.97
H -4.27 1.01 2.77
H -2.72 1.57 2.04
H -2.49 1.61 4.56
H -4.08 2.39 4.73

## Properties
SMILES = CCOC(=O)C(F)(F)F.CCOC(=O)C(F)(F)F.CCOC(=O)C(F)(F)F.CCOC(=O)C(F)(F)F.CCOC(=O)C(F)(F)F.CCOC(=O)C(F)(F)F.O=S1(=O)OCCO1.O=S1(=O)OCCO1.O=S1(=O)OCCO1.O=S1(=O)OCCO1



2.
This record from the OMol25 dataset describes 4 unconnected molecules or ions with the total composition CH11N3O3 in a non-equilibrium geometry. The level of theory is ωB97M-V/def2-TZVPD.

Atoms and positions in Å:
N -0.51 0.73 0.25
C 0.34 0.90 -0.73
N 0.32 0.21 -1.85
N 1.47 1.67 -0.44
H -1.50 0.88 -0.15
H 0.97 0.43 -2.68
H -0.51 -0.34 -1.99
H 1.38 2.20 0.40
H 1.93 1.96 -1.26
O -1.63 -2.19 -1.47
H -1.55 -1.85 -0.52
H -0.97 -2.91 -1.51
O 1.01 1.37 2.53
H 0.66 1.15 3.39
H 0.60 0.88 1.78
O -0.62 -1.99 1.17
H -0.73 -2.11 2.10
H -0.64 -1.02 0.99

## Properties
SMILES = N=C(N)N.O.O.O



Number 1: frontier orbital gap 10.871 eV, LUMO energy -0.06 eV. Number 2: frontier orbital gap 9.568 eV, LUMO energy 0.57 eV.